1.
DFT (the ωB97M-V functional and the def2-TZVPD basis) results for a molecular structure, C13H20F5NO5OsP2STe.

E_HOMO (spin up / spin down) = -9.30 / -9.34 eV
LUMO energy (spin up / spin down) = -1.97 / -1.90 eV
orbital gap (spin up / spin down) = 0.2692 / 0.2732 Eh

```
! wB97M-V def2-TZVPD RIJCOSX def2/J DEFGRID3
* xyz 0 1
F 0.481 -0.020 1.801
H -2.914 0.898 1.206
F 4.770 0.912 0.915
C 2.012 2.691 1.662
H -1.233 -1.748 2.664
O 1.242 -2.543 0.476
C 0.435 3.315 -0.697
C -1.782 -2.231 1.865
H -1.782 -2.596 -1.514
C -1.507 0.947 -2.365
O 3.015 -2.645 -1.165
P -1.288 0.988 -0.568
P 1.880 2.401 -0.101
H 0.471 3.259 -1.789
C -0.882 2.734 -0.173
H 3.165 4.176 -1.090
N -5.552 -5.236 1.708
C -2.963 0.873 0.117
H -3.657 -4.079 -0.961
C -4.655 -4.560 1.464
H 4.192 2.979 -0.251
F 4.409 -1.508 1.850
H 2.021 3.762 1.872
H 1.184 2.208 2.178
O 0.850 -1.358 -1.474
C -2.853 -3.055 2.169
F 4.291 0.257 -1.543
H -0.945 2.828 0.915
H 2.945 2.251 2.015
H -3.151 -3.206 3.198
C -1.402 -2.031 0.539
H -3.588 1.693 -0.236
C -3.140 -3.544 -0.175
H -0.533 1.038 -2.846
Os 0.094 -0.760 0.102
C 3.321 3.116 -0.890
H 0.511 4.370 -0.425
O 1.665 0.952 -0.472
H -1.715 3.315 -0.580
Te 4.038 -0.654 0.156
S 1.590 -2.751 -0.974
H -1.931 -0.019 -2.642
F 5.662 -1.412 -0.295
O 0.935 -3.835 -1.617
C -3.539 -3.710 1.151
C -2.090 -2.699 -0.480
H 3.500 2.574 -1.818
H -3.405 -0.079 -0.178
H -2.171 1.742 -2.706
*
```

2.
DFT (the ωB97M-V functional and the def2-TZVPD basis) results for 2 unconnected molecules or ions with the total composition H4O2.

SMILES string = O.O
E_HOMO = -10.62 eV
LUMO energy = 0.42 eV
orbital gap = 0.4057 Eh

```
! wB97M-V def2-TZVPD RIJCOSX def2/J DEFGRID3
* xyz 0 1
H 2.007 -0.494 0.577
H -1.301 1.018 0.021
O -1.114 0.072 0.140
O 1.674 0.193 -0.017
H -1.987 -0.482 -0.381
H 0.720 -0.308 -0.341
*
```

3.
DFT (the ωB97M-V functional and the def2-TZVPD basis) results for C5H9P in the gas phase.

E_HOMO (spin up / spin down) = -7.84 / -7.91 eV
LUMO energy (spin up / spin down) = 0.24 / 0.10 eV
orbital gap (spin up / spin down) = 0.2971 / 0.2944 Eh

```
! wB97M-V def2-TZVPD RIJCOSX def2/J DEFGRID3
* xyz 0 1
H 0.795 -0.844 2.243
H -1.308 -2.219 1.013
H 1.112 2.188 0.545
C -0.967 -0.508 -0.057
H -0.827 1.653 -0.863
H 1.277 -0.590 -1.430
C -1.557 -1.690 0.091
H 0.134 0.826 2.536
P 1.716 0.818 0.655
C 1.010 0.439 -1.007
C 0.564 0.109 1.868
H 1.417 1.161 -1.783
H -1.998 -2.338 -0.773
H -0.828 0.479 -2.054
C -0.541 0.515 -0.983
*
```

Record-wise energy above the lowest of the compared OMol25 structures with the same formula, charge and spin values, in kcal/mol: 0.0; 27.8; 84.3